No. 1
C8H10OS | ωB97M-V/def2-TZVPD

```
20
Properties=species:S:1:pos:R:3
C 2.14 -0.54 1.61
C 2.00 -1.23 0.14
C -0.39 -0.07 -0.15
C -0.90 1.15 0.21
C -2.17 1.18 0.57
C -3.04 0.13 0.31
C -2.53 -1.16 -0.29
C -1.17 -1.29 -0.49
H 3.26 -0.56 2.31
H 1.88 0.68 1.03
H 1.12 -1.12 2.20
H 1.07 -1.88 0.32
H 2.91 -1.84 -0.31
H -0.11 1.88 0.45
H -2.69 2.17 0.84
H -4.16 0.24 0.53
H -3.09 -2.13 -0.70
H -0.44 -2.16 -0.85
O 1.82 1.62 -0.46
S 1.38 0.17 -0.86
```

Values from the calculation:
- energy above the lowest of the compared OMol25 structures with the same formula, charge and spin (kcal/mol) = 120.5
- E_HOMO (eV) = -9.04
- electronic energy (Ha) = -784.03057

Results of the natural (NBO) charge analysis, in e, for atoms 1 through 5: C -0.721; C -0.646; C -0.159; C -0.266; C -0.207

No. 2
C18H48NO14P3 | ωB97M-V/def2-TZVPD

```
84
Properties=species:S:1:pos:R:3
O -1.57 -1.87 0.61
H -2.10 -1.43 1.27
H -0.81 -2.36 0.94
H -1.14 -1.19 0.09
C -1.65 1.01 4.75
C -2.67 2.04 4.03
C -1.81 3.16 3.48
C -2.56 4.11 2.54
C -3.24 3.40 1.42
C -4.24 2.26 1.89
N -3.44 1.43 2.94
O -4.06 0.16 3.30
C -4.61 1.45 0.62
C -5.52 2.90 2.44
C -3.58 2.66 5.12
H -1.10 0.44 4.01
H -2.14 0.20 5.30
H -1.03 1.55 5.46
H -1.08 2.63 2.86
H -1.42 3.73 4.31
H -1.83 4.72 2.00
H -3.23 4.79 3.07
H -2.49 2.89 0.80
H -3.62 4.12 0.69
H -5.14 0.58 0.99
H -3.82 1.04 -0.01
H -5.39 1.84 -0.03
H -6.06 2.20 3.08
H -6.12 3.22 1.58
H -5.25 3.76 3.06
H -3.08 2.90 6.06
H -4.44 2.01 5.28
H -3.92 3.58 4.63
C 4.64 -4.94 1.68
O 4.30 -5.92 0.78
P 3.00 -5.63 -0.13
O 1.85 -5.07 0.63
O 2.65 -7.04 -0.87
C 3.68 -7.82 -1.47
O 3.62 -4.61 -1.27
C 2.86 -4.19 -2.37
H 5.24 -5.40 2.47
H 3.82 -4.55 2.28
H 5.05 -4.02 1.26
H 3.37 -8.25 -2.43
H 3.90 -8.68 -0.84
H 4.67 -7.40 -1.61
H 3.09 -4.71 -3.29
H 3.08 -3.14 -2.55
H 1.80 -4.39 -2.18
C -0.98 -1.14 -7.68
O -0.52 -0.91 -6.37
P -1.55 -0.18 -5.29
O -1.14 -0.18 -3.86
O -3.01 -0.86 -5.66
C -3.44 -2.14 -5.01
O -1.66 1.33 -5.91
C -2.54 2.24 -5.22
H -1.16 -2.21 -7.76
H -0.14 -0.80 -8.28
H -1.77 -0.45 -7.98
H -2.60 -2.56 -4.46
H -3.76 -2.87 -5.75
H -4.26 -1.77 -4.40
H -3.44 2.43 -5.81
H -2.07 3.19 -4.98
H -2.86 1.92 -4.23
C 6.82 1.36 1.00
O 5.53 0.78 0.82
P 4.21 1.68 0.88
O 2.98 0.84 0.90
O 4.49 2.59 2.21
C 4.61 2.04 3.51
O 4.33 2.68 -0.38
C 3.23 3.52 -0.84
H 7.38 1.35 0.06
H 7.25 0.65 1.70
H 6.81 2.35 1.44
H 3.71 1.47 3.78
H 4.79 2.86 4.21
H 5.49 1.40 3.55
H 2.80 3.22 -1.80
H 3.59 4.55 -0.90
H 2.39 3.42 -0.16
```

Values from the calculation:
- energy above the lowest of the compared OMol25 structures with the same formula, charge and spin (kcal/mol) = 141.2
- E_HOMO (eV) = -4.38
- electronic energy (Ha) = -2846.76838

Results of the Mulliken charge analysis, in e, for atoms 1 through 5: O -0.382; H 0.413; H 0.433; H 0.420; C -1.700

No. 3
C4H11NP | ωB97M-V/def2-TZVPD

```
17
Properties=species:S:1:pos:R:3
C 1.68 0.14 0.36
C 0.44 1.07 0.57
C 0.89 -0.51 -0.78
C -0.33 -0.03 -0.01
N -1.64 0.47 -1.10
P -1.23 -1.26 1.10
H 2.61 0.56 0.23
H 1.68 -0.56 1.17
H 0.16 1.46 1.55
H 0.68 1.99 -0.12
H 1.13 -0.33 -1.86
H 0.88 -1.66 -0.79
H -2.10 -0.29 -1.65
H -1.15 1.14 -1.63
H -2.37 1.11 -0.67
H -0.83 -0.78 2.28
H -0.49 -2.52 1.34
```

Values from the calculation:
- energy above the lowest of the compared OMol25 structures with the same formula, charge and spin (kcal/mol) = 56.2
- total charge = +1
- E_HOMO (eV) = -13.79
- electronic energy (Ha) = -554.76415

Results of the natural (NBO) charge analysis, in e, for atoms 1 through 5: C -0.369; C -0.470; C -0.471; C -0.032; N -0.767

No. 4
C3H4N2S | ωB97M-V/def2-TZVPD

```
10
Properties=species:S:1:pos:R:3
C -1.90 -0.70 1.12
C -0.05 -0.10 0.13
C 1.30 -0.25 -0.03
N -0.69 -0.94 1.02
N -0.86 0.71 -0.55
S -2.52 0.67 -0.28
H 1.62 -1.22 0.52
H 1.94 0.63 0.28
H 1.63 -0.21 -1.06
H -0.46 1.41 -1.16
```

Values from the calculation:
- energy above the lowest of the compared OMol25 structures with the same formula, charge and spin (kcal/mol) = 14.1
- total charge = +2
- E_HOMO (alpha / beta) (eV) = -22.26 / -21.73
- electronic energy (Ha) = -623.45668

Results of the natural (NBO) charge analysis, in e, for atoms 1 through 5: C 0.590; C 0.637; C -0.779; N -0.451; N -0.661